Entry 1:
A molecular structure, C24H70N2O22PPb in a non-equilibrium geometry, computed with the ωB97M-V functional and the def2-TZVPD basis.

```
120
Properties=species:S:1:pos:R:3:forces:R:3
Pb -0.6159 -0.5191 -0.0738 0.1 -0.8 0.6
P 1.7410 1.2140 0.5099 1.5 -1.7 1.0
O 2.2402 2.5927 0.8122 0.0 0.1 0.1
O 0.6111 1.2189 -0.5420 -0.6 1.1 -1.4
O 1.0306 0.3630 1.6767 0.3 0.6 -0.8
O 2.8961 0.2781 -0.0234 -0.7 0.4 0.2
C -1.5191 -4.7013 -0.2078 -0.1 0.0 0.9
C -2.5817 -3.9940 0.6241 0.4 2.0 0.9
C -2.1284 -3.7106 2.0892 -0.2 -0.5 -1.0
O -1.0947 -2.7466 2.1544 -0.6 -0.5 -0.6
C -0.1807 -2.9791 3.2040 0.0 -0.5 -0.2
N -2.8668 -2.6636 0.0552 1.0 -1.0 0.0
H -1.5121 -5.7389 0.1562 0.2 0.1 -0.6
H -0.5376 -4.2417 0.0040 -0.4 -0.1 -0.3
H -1.7615 -4.6128 -1.2695 0.1 -0.3 0.1
H -3.5026 -4.5762 0.7180 0.0 -0.3 -0.1
H -1.8559 -4.6463 2.5601 0.6 -0.4 0.1
H -3.0113 -3.4136 2.6314 -0.5 0.7 0.4
H -0.6589 -2.8313 4.1525 -0.2 0.6 0.7
H 0.6557 -2.3089 3.0286 0.1 -0.1 0.2
H 0.1219 -4.0331 3.2403 0.4 0.1 -0.4
H -3.1159 -1.9129 0.6717 -0.5 0.1 0.2
H -3.3679 -2.7148 -0.7974 -0.7 0.3 -0.6
C -4.0760 0.0164 -6.1989 -0.9 -0.4 0.2
C -3.3515 -0.0529 -4.8437 0.1 0.6 -0.6
C -2.9058 -1.4673 -4.4966 -0.8 -1.0 -0.9
O -1.8812 -1.8518 -5.4137 -0.4 1.7 0.6
C -1.2211 -3.0053 -5.0544 -0.1 -0.6 -0.2
N -2.1740 0.8135 -4.8332 1.0 0.6 0.5
H -3.5885 -0.6152 -6.9292 0.3 0.1 -0.3
H -4.1992 1.0341 -6.5857 0.4 -0.1 0.2
H -5.1125 -0.3499 -6.1356 0.2 -0.1 0.2
H -4.0455 0.2948 -4.0590 0.3 -0.2 -0.2
H -3.7598 -2.1797 -4.7064 0.5 0.6 0.6
H -2.5794 -1.5837 -3.4557 0.1 0.2 -0.1
H -1.9640 -3.8071 -4.9891 0.3 -0.5 -0.1
H -0.6466 -2.9780 -4.1324 -0.1 0.4 0.5
H -0.5141 -3.1297 -5.8535 0.3 -0.7 -0.4
H -2.2932 1.7309 -5.2531 -0.5 -0.2 0.3
H -1.3310 0.4635 -5.2935 -0.6 -0.6 0.2
C 1.8592 0.4188 4.7733 0.6 0.7 0.4
C 2.4624 -0.9663 4.6175 0.3 0.8 -1.2
O 3.0160 -1.0759 3.2955 -0.6 -0.1 -0.4
O 0.5957 0.5441 4.1739 -0.7 -0.1 -1.1
H 2.5047 1.1931 4.3150 0.1 -0.5 0.3
H 1.7351 0.6816 5.8242 0.0 -0.1 0.2
H 1.6715 -1.7074 4.7485 0.1 -0.1 0.4
H 3.3159 -1.1151 5.2900 -0.4 -0.1 0.0
H 2.3754 -0.7266 2.6138 0.6 -0.2 0.8
H 0.7315 0.6192 3.1492 -0.1 -0.2 0.9
C 0.0912 3.6730 2.7212 -1.2 0.6 0.3
C -0.7418 3.8318 4.0365 1.2 -0.5 -0.7
O -0.9127 2.6615 4.8380 -0.3 -0.1 0.0
O 1.4454 3.8115 2.9978 1.5 -1.3 -0.7
H -0.1571 4.5621 2.1341 -0.7 -0.1 -0.4
H -0.1772 2.7578 2.1415 0.2 0.4 0.4
H -1.7263 4.2734 3.8829 -0.1 -0.2 -0.3
H -0.1502 4.5561 4.5733 0.2 0.4 0.5
H -0.2286 1.9601 4.6886 0.0 0.4 -0.3
H 1.9585 3.4016 2.1949 -1.0 0.6 1.2
C -2.9367 1.6781 0.5495 1.4 -1.6 -0.1
C -3.6444 1.6522 -0.7643 -1.3 1.3 1.5
O -3.2526 0.7079 -1.6931 1.2 0.0 -1.1
O -3.1445 0.4384 1.2445 -0.1 0.5 1.1
H -3.2496 2.5570 1.0831 -0.3 0.3 0.6
H -1.8457 1.7525 0.3986 -0.2 0.5 -0.1
H -3.6086 2.6829 -1.0762 0.4 0.4 -0.9
H -4.6966 1.5486 -0.5103 -0.4 -0.6 -0.2
H -2.6181 1.1587 -2.2935 -0.4 -0.5 0.2
H -2.9866 0.6203 2.2185 -0.2 -0.2 -0.8
C -0.6232 4.4012 -2.1556 0.7 -0.8 0.1
C 0.6086 3.7622 -2.8058 -0.5 0.6 0.8
O 0.2953 2.4791 -3.2159 0.2 -1.5 -0.5
O -1.1201 3.6566 -1.0400 -0.5 0.4 -0.8
H -1.4564 4.4095 -2.8466 -0.1 0.6 -0.2
H -0.2269 5.3375 -1.8140 -0.6 1.2 0.1
H 1.3825 3.8316 -2.0213 0.2 -0.5 -0.3
H 0.9826 4.3105 -3.6831 -0.3 0.1 0.3
H 0.2827 1.8882 -2.4435 0.4 0.4 0.3
H -0.3951 3.3005 -0.5395 0.9 -0.4 0.5
C 1.5235 -1.9144 -2.1313 -0.1 -1.0 0.3
C 1.1298 -0.7261 -2.9322 -0.2 -0.4 -1.6
O -0.2363 -0.4135 -2.6533 -0.3 -0.4 0.3
O 1.4621 -1.6519 -0.7547 0.0 0.3 0.9
H 2.5461 -2.1899 -2.3865 0.1 0.0 -0.2
H 0.8688 -2.8002 -2.3292 0.3 0.6 0.0
H 1.2222 -1.0145 -4.0050 0.0 0.3 0.4
H 1.8179 0.0742 -2.7192 0.1 0.6 0.1
H -0.5399 0.3937 -3.0867 0.1 0.0 -0.5
H 2.1896 -0.9107 -0.4707 -0.3 -0.1 -0.1
C 4.6009 -2.9186 0.8495 0.2 0.6 1.6
C 5.6498 -1.9755 0.2781 0.1 -1.0 1.4
O 5.5300 -0.6756 0.8291 -0.2 -0.4 -0.7
O 4.8255 -3.0499 2.2622 0.2 -0.7 0.0
H 4.6788 -3.9570 0.4745 -0.2 0.6 -0.3
H 3.6217 -2.4421 0.7171 -0.2 -0.5 -0.4
H 5.6354 -2.1031 -0.7778 -0.2 0.8 -1.4
H 6.6082 -2.4181 0.5783 0.1 0.5 0.2
H 4.6240 -0.3377 0.6449 0.4 -0.1 0.0
H 4.4852 -2.2917 2.7590 -0.2 0.2 -0.5
C 4.9892 1.5002 -2.9796 -0.8 1.0 0.8
C 4.5504 2.9405 -2.6279 1.1 -0.4 -1.9
O 4.6907 3.2281 -1.2744 -1.4 -0.1 0.6
O 4.0579 0.5756 -2.4503 0.0 0.0 0.3
H 5.9764 1.3733 -2.5533 0.4 -0.3 0.1
H 5.0213 1.3749 -4.0637 0.0 -0.1 0.0
H 3.6077 3.0923 -3.1234 -1.4 -0.1 0.7
H 5.1108 3.6678 -3.2329 0.8 -0.1 0.4
H 3.8465 2.9992 -0.8124 0.8 0.2 0.0
H 3.8231 0.7763 -1.5018 0.3 -0.4 -0.7
C -2.9553 -0.9623 4.9602 0.8 0.9 0.3
C -3.5403 0.4562 4.9638 0.5 0.0 -0.9
O -2.9220 1.1866 3.9083 -0.3 0.4 0.0
O -1.5756 -0.8958 5.4045 -1.5 -0.8 0.9
H -2.9593 -1.4680 3.9766 -0.5 0.4 0.3
H -3.5763 -1.4990 5.6868 0.6 -0.5 0.0
H -3.2765 0.9367 5.9049 0.0 -0.2 0.2
H -4.6387 0.5164 4.8540 0.4 -0.3 -0.1
H -2.2468 1.8055 4.2893 0.1 -0.2 -0.1
H -0.9840 -0.4641 4.7830 0.1 0.4 -0.6
```
Forces are in eV/Å.

Calculated values
LUMO level = 2.17 eV
max |F| = 2.5 eV/Å
Kohn-Sham gap = 8.678 eV
E = -88589.6652 eV
net charge = -1
E_HOMO = -6.51 eV


Entry 2:
A molecular structure, C24H70N6O8 in a non-equilibrium geometry, computed with the ωB97M-V functional and the def2-TZVPD basis.

```
108
Properties=species:S:1:pos:R:3:forces:R:3
O -3.5195 0.7891 0.0387 -1.1 0.8 -0.1
H -4.4263 1.0367 -0.1420 -0.4 0.2 0.0
H -3.2194 0.3711 -0.7684 0.0 -0.1 -0.2
O 2.5150 -0.6236 -0.8991 2.2 -1.8 5.6
H 2.6892 -0.8134 -1.8210 0.3 -0.2 1.3
H 1.9327 0.1359 -0.9164 0.3 -1.5 -0.3
C -3.3318 -0.8865 3.3731 -1.1 -0.7 -1.5
C -3.6925 -2.4295 3.3533 1.3 0.8 1.3
C -2.8663 -3.1544 2.1971 -2.3 0.6 1.5
O -3.6596 -2.8814 1.0578 0.4 0.6 -0.7
C -2.9849 -3.1729 -0.1535 -0.7 -0.8 -0.5
N -3.4359 -2.9720 4.6907 1.3 -0.6 -0.1
H -3.2851 -0.6338 2.3138 -0.3 0.6 0.0
H -2.4091 -0.4949 3.8014 0.4 -0.9 0.3
H -4.1320 -0.3324 3.8637 -0.1 0.0 -0.1
H -4.7728 -2.5504 3.2725 0.1 0.1 -1.1
H -2.8009 -4.2390 2.2837 0.0 -0.2 0.5
H -1.8453 -2.7749 2.1558 -0.8 0.3 0.5
H -3.6932 -3.2546 -0.9779 -0.5 -0.1 0.2
H -2.5141 -4.1489 -0.0361 0.4 -0.2 -0.3
H -2.3149 -2.3671 -0.4537 -0.5 -1.7 -0.1
H -4.0887 -2.6869 5.4068 -0.4 0.2 -0.3
H -2.5680 -2.5247 4.9490 0.3 -0.3 0.6
C -2.8328 0.3504 -3.3041 0.9 0.6 -0.1
C -2.4473 1.3223 -4.5082 1.3 -2.4 -0.3
C -0.8577 1.3830 -4.8195 -1.5 0.8 1.2
O -0.2722 1.5225 -3.5696 0.5 0.0 -0.5
C 1.1658 1.4199 -3.5940 -3.3 1.2 -3.4
N -3.0784 0.7831 -5.7137 -0.9 0.5 -0.6
H -3.1461 -0.6460 -3.6158 0.0 0.1 -0.4
H -3.6340 0.7693 -2.6953 -0.1 0.1 -0.2
H -1.9843 0.1845 -2.6402 -0.6 -0.1 -0.4
H -2.8110 2.3136 -4.2377 0.1 0.0 -0.5
H -0.5196 2.2723 -5.3513 -0.8 0.2 -0.8
H -0.4305 0.5350 -5.3548 -0.5 -0.6 -0.1
H 1.4005 0.5082 -3.0446 -0.1 0.5 -3.4
H 1.5708 2.1837 -2.9302 -3.0 1.4 -2.8
H 1.6398 1.5560 -4.5661 -1.3 -0.1 -0.8
H -4.0689 0.6692 -5.5521 -0.6 0.8 0.0
H -2.8912 -0.2004 -5.8475 1.1 -0.2 0.1
C -1.5355 -0.8114 0.2309 1.4 0.4 -1.8
C -0.0932 -0.3983 -0.1480 -1.9 0.7 2.5
C -0.1710 0.8049 -1.1548 1.1 -0.6 1.9
O 1.2153 1.0999 -1.6565 -3.4 1.4 8.3
C 1.9907 1.8949 -0.7405 0.0 2.0 0.5
N 0.4721 -0.1515 1.1904 -0.2 4.8 -2.0
H -1.9931 -0.9535 -0.7482 -0.6 0.2 0.0
H -2.0975 -0.0423 0.7606 0.9 -0.4 0.1
H -1.5517 -1.7822 0.7263 0.1 1.8 0.0
H 0.5472 -1.1790 -0.5584 -0.6 -0.2 -0.2
H -0.5478 1.6821 -0.6289 0.1 -0.1 -0.4
H -0.8526 0.6572 -1.9924 1.4 -0.2 0.6
H 2.5533 1.2385 -0.0767 0.2 1.0 -0.2
H 1.3581 2.5593 -0.1519 1.6 0.4 -2.2
H 2.6441 2.5890 -1.2692 0.0 -0.3 0.1
H 0.7310 -1.0167 1.6427 -0.6 2.4 -1.5
H -0.1516 0.2264 1.8893 -0.5 -0.2 -1.0
C 0.0057 2.3707 1.3465 -2.5 1.7 1.0
C 0.3025 2.7228 2.8030 -0.3 -0.1 0.0
C -1.0217 2.8806 3.6476 0.6 1.3 -0.5
O -0.7798 3.4620 4.9324 0.2 0.0 0.3
C -1.9239 3.9925 5.6296 0.2 -1.0 -1.3
N 1.0352 1.6662 3.3806 0.4 -0.6 1.0
H -0.6254 1.4819 1.3436 -0.4 1.3 -0.2
H 0.7971 2.1863 0.6201 -1.7 -0.5 3.6
H -0.6055 3.1850 0.9574 -0.2 0.4 -0.4
H 1.0353 3.5258 2.8825 -0.8 1.0 0.0
H -1.5303 1.9190 3.7164 0.2 -0.5 0.2
H -1.7160 3.4922 3.0714 -0.2 0.5 0.0
H -1.7203 4.2409 6.6712 0.6 0.0 -0.3
H -2.6910 3.2183 5.6422 -0.4 0.0 0.0
H -2.2876 4.8649 5.0866 -0.2 0.2 0.1
H 0.6060 0.7857 3.1343 -0.6 1.2 0.3
H 1.8934 1.5302 2.8657 0.6 0.3 0.0
C 3.3593 1.7971 -3.2366 3.4 -1.3 0.1
C 4.1858 0.4920 -3.2864 0.7 -0.8 1.8
C 3.4124 -0.7591 -3.8333 0.0 2.1 -1.3
O 2.3397 -0.9325 -2.9594 -0.7 -2.8 -5.3
C 1.4220 -1.9386 -3.2887 -1.0 -1.5 0.7
N 5.4590 0.6463 -3.8998 1.3 0.3 -2.4
H 3.8992 2.6185 -2.7655 0.6 -0.1 -0.1
H 2.4944 1.6480 -2.5902 3.9 -0.7 -0.9
H 3.0986 2.0964 -4.2518 0.5 0.1 0.4
H 4.4796 0.2148 -2.2740 -1.0 0.0 0.7
H 3.9377 -1.7029 -3.9792 0.5 0.2 0.2
H 2.9578 -0.4563 -4.7766 0.3 -0.1 -0.6
H 1.7878 -2.9653 -3.3022 1.1 0.0 0.0
H 0.8584 -1.8928 -4.2206 0.2 1.1 -0.2
H 0.7111 -2.0123 -2.4657 -0.2 0.5 0.0
H 5.9664 -0.2064 -4.0883 -0.2 -0.1 0.1
H 6.1049 1.2877 -3.4622 -0.4 0.1 0.2
C 2.0912 -0.6031 3.8861 -0.8 -0.9 1.8
C 2.8175 -1.1136 2.6828 1.2 1.2 0.0
C 2.2600 -2.3230 1.9998 0.1 0.8 -0.1
O 0.8561 -2.1058 1.8438 1.9 -9.7 1.8
C 0.2210 -3.2114 1.2344 -1.4 -0.4 0.4
N 3.0431 0.0348 1.7445 1.8 -0.3 1.0
H 1.0768 -0.2908 3.6382 0.9 -1.3 0.8
H 2.5716 0.1859 4.4647 0.2 0.5 -1.0
H 1.9974 -1.2733 4.7406 -0.1 -1.2 -0.4
H 3.7435 -1.5197 3.0897 0.7 0.6 -0.4
H 2.5214 -3.2073 2.5809 -0.5 -0.4 -0.2
H 2.7053 -2.2709 1.0063 0.1 -0.7 -0.2
H -0.8378 -2.9739 1.1312 1.1 -0.4 0.2
H 0.2776 -4.0398 1.9406 0.2 -0.4 -0.4
H 0.4287 -3.4811 0.1990 1.3 0.2 0.0
H 2.2803 0.1719 1.0969 -0.6 -0.6 0.9
H 3.8014 -0.1742 1.1109 0.4 -0.3 0.2
```
Forces are in eV/Å.

Calculated values
LUMO level = 0.26 eV
max |F| = 10.0 eV/Å
Kohn-Sham gap = 7.732 eV
E = -51319.7983 eV
E_HOMO = -7.47 eV